<w>
6
Properties=species:S:1:pos:R:3:nbo_charge:R:1 method="wB97M-V/def2-TZVPD" smiles=N#[N+][O-].O
N 0.469 0.391 1.759 -0.127
N 0.524 -0.674 1.406 0.439
O 0.563 -1.765 1.043 -0.311
O -0.308 0.583 -1.590 -0.972
H -1.238 0.536 -1.824 0.491
H -0.012 0.930 -0.795 0.480


<x>
Below is a cluster of 2 separate species, H2N2O2 in total, with properties calculated with wB97M-V/def2-TZVPD.

Geometry as XYZ:
```
6
Properties=species:S:1:pos:R:3:nbo_charge:R:1
N 1.109 -0.062 -0.072 -0.757
N -0.988 0.405 -0.123 0.648
O -1.346 1.205 0.663 -0.282
O -1.432 -0.246 -0.945 -0.257
H 1.462 -0.298 0.987 0.328
H 1.195 -1.004 -0.510 0.320
```


Last place for stability: <x>


<w>
98
Properties=species:S:1:pos:R:3:lowdin_charge:R:1 method="wB97M-V/def2-TZVPD" charge=+1
Li 0.882 3.794 0.075 0.792
Li 0.542 2.138 2.869 0.758
O -0.646 0.126 -0.457 0.098
C -0.579 1.161 0.410 -0.783
O -0.514 0.909 1.641 -0.091
O -0.455 2.315 -0.074 -0.094
H -0.566 -0.660 0.110 0.105
C 3.582 0.836 3.944 -0.144
C 3.507 1.885 5.076 -0.128
C 1.991 2.053 5.397 -0.157
O 1.335 1.218 4.433 -0.225
C 2.216 0.178 4.050 -0.209
H 4.401 0.135 4.084 0.124
H 3.671 1.249 2.936 0.099
H 4.000 2.815 4.802 0.110
H 4.009 1.513 5.969 0.115
H 1.721 3.099 5.225 0.114
H 1.740 1.856 6.437 0.128
H 1.830 -0.226 3.103 0.113
H 2.175 -0.745 4.639 0.142
C -4.785 5.317 -0.958 -0.181
C -4.903 3.865 -1.333 -0.166
C -3.776 3.191 -0.507 -0.192
O -2.997 4.255 0.028 -0.158
C -3.311 5.482 -0.615 -0.198
H -5.516 5.543 -0.180 0.117
H -5.104 5.948 -1.795 0.116
H -4.688 3.664 -2.386 0.110
H -5.888 3.449 -1.131 0.110
H -3.121 2.574 -1.126 0.105
H -4.221 2.524 0.235 0.117
H -2.692 5.605 -1.510 0.121
H -3.215 6.348 0.040 0.118
C 0.126 -4.340 0.264 -0.190
C -0.715 -3.845 -0.889 -0.187
C -2.093 -4.275 -0.415 -0.187
O -1.862 -5.519 0.271 -0.132
C -0.469 -5.664 0.610 -0.187
H -0.103 -3.640 1.081 0.109
H 1.195 -4.234 0.080 0.105
H -0.555 -4.349 -1.850 0.120
H -0.616 -2.778 -1.110 0.094
H -2.847 -4.388 -1.188 0.122
H -2.419 -3.566 0.360 0.114
H -0.063 -6.503 0.038 0.122
H -0.313 -5.899 1.665 0.119
C -0.574 0.222 -5.201 -0.172
C -0.108 -0.739 -4.123 -0.171
C -0.709 -2.094 -4.549 -0.173
O -1.476 -1.833 -5.721 -0.137
C -1.783 -0.466 -5.836 -0.198
H 0.219 0.453 -5.915 0.114
H -0.873 1.178 -4.756 0.102
H -0.547 -0.424 -3.173 0.094
H 0.972 -0.660 -4.007 0.083
H -1.444 -2.470 -3.828 0.110
H 0.021 -2.882 -4.728 0.119
H -2.709 -0.234 -5.290 0.124
H -1.874 -0.195 -6.887 0.124
C 2.464 -1.806 -1.511 -0.176
C 2.481 -1.741 -0.003 -0.166
C 3.083 -0.356 0.247 -0.210
O 4.012 -0.175 -0.809 -0.136
C 3.710 -1.067 -1.924 -0.140
H 1.558 -1.359 -1.945 0.087
H 2.321 -2.803 -1.941 0.124
H 3.170 -2.508 0.364 0.126
H 1.526 -1.936 0.484 0.094
H 3.573 -0.372 1.218 0.107
H 2.201 0.302 0.247 0.106
H 4.554 -1.731 -2.091 0.128
H 3.498 -0.402 -2.760 0.100
C 2.235 2.159 -3.804 -0.118
C 3.465 2.835 -3.124 -0.123
C 3.040 3.055 -1.678 -0.159
O 1.593 3.225 -1.759 -0.245
C 1.151 2.291 -2.729 -0.207
H 2.364 1.091 -3.977 0.083
H 2.029 2.633 -4.758 0.115
H 3.683 3.754 -3.664 0.114
H 4.344 2.194 -3.176 0.115
H 3.467 3.919 -1.168 0.122
H 3.200 2.169 -1.055 0.102
H 0.202 2.644 -3.147 0.124
H 0.796 1.389 -2.221 0.098
C -2.990 -1.777 4.250 -0.169
C -2.754 -2.807 5.328 -0.169
C -1.656 -3.652 4.671 -0.205
O -0.818 -2.698 4.027 -0.154
C -1.557 -1.483 3.780 -0.193
H -3.415 -0.832 4.594 0.114
H -3.599 -2.182 3.444 0.115
H -3.662 -3.390 5.495 0.116
H -2.423 -2.362 6.265 0.116
H -2.107 -4.390 4.003 0.118
H -1.105 -4.194 5.440 0.118
H -1.555 -1.238 2.718 0.092
H -1.082 -0.670 4.332 0.108


<x>
98
Properties=species:S:1:pos:R:3:lowdin_charge:R:1 method="wB97M-V/def2-TZVPD" charge=+1
Li -2.716 -6.148 -22.783 0.845
Li -1.971 -7.349 -25.479 0.755
O -0.527 -9.632 -22.257 0.149
C -1.207 -8.733 -22.898 -0.857
O -1.685 -7.800 -22.234 -0.110
O -1.538 -8.841 -24.094 -0.073
H -0.740 -9.358 -21.362 0.066
C -2.404 -10.851 -18.538 -0.133
C -1.428 -11.816 -19.176 -0.152
C -0.201 -10.945 -19.378 -0.154
O -0.741 -9.625 -19.576 -0.189
C -2.062 -9.506 -19.224 -0.208
H -2.237 -10.787 -17.463 0.118
H -3.415 -11.225 -18.705 0.110
H -1.726 -12.156 -20.168 0.091
H -1.212 -12.752 -18.659 0.128
H 0.477 -11.242 -20.178 0.114
H 0.335 -10.866 -18.432 0.129
H -2.714 -9.364 -20.086 0.097
H -2.229 -8.775 -18.433 0.129
C 2.763 -10.990 -23.171 -0.161
C 4.052 -11.610 -23.718 -0.148
C 3.549 -12.172 -25.074 -0.212
O 2.629 -11.209 -25.566 -0.148
C 2.102 -10.435 -24.435 -0.177
H 2.990 -10.167 -22.494 0.099
H 2.202 -11.798 -22.701 0.102
H 4.547 -12.398 -23.151 0.115
H 4.744 -10.798 -23.944 0.113
H 3.021 -13.112 -24.916 0.108
H 4.351 -12.409 -25.773 0.118
H 1.018 -10.524 -24.367 0.090
H 2.355 -9.385 -24.580 0.113
C 1.800 -6.472 -18.642 -0.154
C 1.235 -7.037 -19.946 -0.164
C 2.162 -8.139 -20.441 -0.203
O 3.227 -8.124 -19.514 -0.122
C 2.877 -7.482 -18.282 -0.190
H 1.055 -6.291 -17.868 0.111
H 2.380 -5.552 -18.727 0.107
H 1.104 -6.251 -20.689 0.101
H 0.210 -7.386 -19.823 0.085
H 2.549 -7.873 -21.425 0.114
H 1.594 -9.062 -20.559 0.088
H 3.732 -7.038 -17.773 0.123
H 2.435 -8.225 -17.618 0.112
C -0.534 -13.452 -22.772 -0.162
C -1.525 -12.689 -23.664 -0.162
C -2.816 -12.805 -22.861 -0.168
O -2.648 -14.083 -22.137 -0.136
C -1.326 -14.636 -22.236 -0.188
H -0.327 -12.769 -21.948 0.086
H 0.419 -13.603 -23.280 0.108
H -1.697 -13.167 -24.628 0.114
H -1.301 -11.638 -23.850 0.086
H -3.692 -12.854 -23.509 0.092
H -2.941 -11.930 -22.223 0.097
H -1.155 -15.449 -22.941 0.115
H -0.986 -15.012 -21.271 0.118
C -5.737 -11.988 -25.695 -0.144
C -4.403 -11.594 -26.404 -0.130
C -4.039 -10.431 -25.527 -0.271
O -5.214 -9.739 -25.321 -0.144
C -6.364 -10.623 -25.483 -0.167
H -5.513 -12.489 -24.753 0.100
H -6.436 -12.575 -26.292 0.117
H -4.504 -11.171 -27.403 0.117
H -3.760 -12.471 -26.474 0.111
H -3.354 -9.696 -25.951 0.105
H -3.625 -10.757 -24.573 0.092
H -7.020 -10.344 -26.308 0.118
H -7.032 -10.642 -24.622 0.112
C -6.910 -8.774 -20.857 -0.149
C -5.439 -9.101 -20.796 -0.171
C -5.007 -9.203 -22.257 -0.192
O -6.050 -8.559 -22.971 -0.167
C -6.963 -7.901 -22.090 -0.193
H -7.251 -8.261 -19.958 0.122
H -7.488 -9.653 -21.145 0.126
H -5.118 -9.984 -20.244 0.108
H -4.881 -8.281 -20.343 0.106
H -4.928 -10.247 -22.559 0.115
H -4.081 -8.671 -22.477 0.094
H -7.873 -7.782 -22.678 0.130
H -6.613 -6.897 -21.848 0.107
C 1.074 -8.146 -28.055 -0.131
C 0.422 -6.848 -28.606 -0.152
C -1.089 -7.020 -28.410 -0.174
O -1.129 -7.723 -27.162 -0.267
C -0.013 -8.684 -27.129 -0.144
H 1.951 -7.817 -27.497 0.112
H 1.381 -8.827 -28.848 0.121
H 0.762 -6.618 -29.616 0.118
H 0.771 -5.985 -28.039 0.108
H -1.443 -7.644 -29.231 0.129
H -1.673 -6.100 -28.393 0.125
H -0.385 -9.583 -27.620 0.130
H 0.346 -8.946 -26.134 0.100


Last place for stability: <x>


<w>
15
Properties=species:S:1:pos:R:3:nbo_charge:R:1 method="wB97M-V/def2-TZVPD" charge=+1
C -1.696 -0.353 0.379 0.111
C 1.482 1.292 -0.224 0.152
C 0.584 -0.813 -0.694 -0.309
C -0.355 -0.389 0.453 0.137
N 1.761 -0.004 -0.416 -0.414
O -2.328 -0.364 -0.765 -0.672
O 0.344 0.130 1.479 -0.701
H -2.275 -0.015 1.257 0.181
H 2.175 2.012 0.162 0.243
H 0.358 1.606 -0.444 0.257
H 0.605 -1.862 -0.631 0.266
H 0.164 -0.631 -1.751 0.263
H -3.346 -0.220 -0.702 0.521
H 2.674 -0.371 -0.404 0.446
H -0.148 -0.018 2.301 0.517


<x>
15
Properties=species:S:1:pos:R:3:nbo_charge:R:1 method="wB97M-V/def2-TZVPD" charge=+1
C -0.918 -0.261 0.065 0.366
C -0.207 -1.141 -0.730 -0.277
C 1.131 -0.557 -1.059 -0.498
C 1.267 0.739 -0.255 0.402
N -2.443 0.636 1.403 -0.665
O -0.208 0.951 0.230 -0.539
O 2.081 0.745 0.798 -0.643
H -0.531 -2.106 -1.060 0.276
H 1.919 -1.262 -0.789 0.257
H 1.192 -0.365 -2.130 0.269
H 1.456 1.636 -0.852 0.222
H -3.025 1.060 0.683 0.368
H -2.937 -0.178 1.768 0.375
H -0.325 1.284 1.154 0.581
H 2.203 -0.119 1.226 0.505


<y>
15
Properties=species:S:1:pos:R:3:nbo_charge:R:1 method="wB97M-V/def2-TZVPD" smiles="CO[C@@]1(O)C=C1[NH3+]" charge=+1
C -1.830 0.177 -0.509 -0.062
C -0.671 0.832 0.280 -0.038
C -0.438 -0.393 -0.707 0.544
C 1.323 -1.683 0.238 -0.234
N -0.276 1.947 1.158 -0.700
O 0.329 0.080 -1.821 -0.748
O -0.038 -1.590 -0.257 -0.509
H -2.826 0.080 -0.759 0.249
H 1.940 -1.256 -0.476 0.197
H 1.317 -2.719 0.240 0.223
H 1.313 -1.256 1.160 0.166
H -0.701 1.593 2.031 0.478
H -0.556 2.798 0.732 0.470
H 0.735 1.820 1.285 0.463
H 0.380 -0.430 -2.595 0.501


<z>
15
Properties=species:S:1:pos:R:3:nbo_charge:R:1 method="wB97M-V/def2-TZVPD" smiles=C#C[C@]([NH3+])(O)OC charge=+1
C -1.048 -1.907 -1.134 -0.026
C -0.338 -1.195 -0.516 -0.198
C 0.420 -0.457 0.447 0.638
C -1.418 1.137 0.181 -0.284
N 1.539 0.341 -0.325 -0.757
O 1.063 -1.138 1.390 -0.635
O -0.336 0.544 0.984 -0.527
H -1.456 -2.506 -1.942 0.272
H -2.140 1.860 0.776 0.248
H -1.939 0.248 -0.080 0.220
H -1.037 1.823 -0.584 0.186
H 1.950 0.948 0.439 0.443
H 1.204 1.046 -0.993 0.441
H 2.365 -0.244 -0.794 0.470
H 1.170 -0.500 2.149 0.510


Last place for stability: <y>


<w>
14
Properties=species:S:1:pos:R:3:nbo_charge:R:1 method="wB97M-V/def2-TZVPD" charge=-1
C 0.175 -0.189 0.230 -0.476
C -0.635 -1.075 -0.660 -0.143
C -2.504 -1.309 -0.108 0.469
O -3.862 0.336 -1.629 -0.987
O -4.251 0.394 0.793 -0.989
O -2.194 1.305 -0.133 -1.025
F -3.014 -2.261 -0.888 -0.331
F -2.505 -1.772 1.144 -0.334
S -3.307 0.385 -0.300 2.365
Cl 0.468 -0.926 1.809 -0.062
Cl 0.036 -2.694 -0.817 -0.025
Cl -0.875 -0.328 -2.221 0.019
H -0.385 0.744 0.371 0.305
H 1.153 -0.007 -0.228 0.213


<x>
14
Properties=species:S:1:pos:R:3:nbo_charge:R:1 method="wB97M-V/def2-TZVPD" charge=-1
C 0.533 -0.615 -1.342 -0.265
C 1.873 -1.119 -0.847 0.189
C -0.643 0.011 1.315 0.032
O -0.755 2.481 0.349 -1.021
O -2.445 1.789 1.935 -0.982
O -2.458 0.984 -0.410 -0.997
F 2.625 -0.121 -0.272 -0.329
F 0.088 0.414 2.394 -0.336
S -1.716 1.435 0.714 2.337
Cl 0.301 0.908 -2.000 0.136
Cl 3.050 -1.806 -2.167 -0.180
Cl -1.827 -1.194 1.591 -0.016
H -0.373 -1.037 -0.931 0.226
H 1.744 -2.130 -0.329 0.205


Last place for stability: <x>